Here is a structure of composition C54H50AsF15GeN7S2Y from OMol25. Energies are from ωB97M-V/def2-TZVPD.

Each line ends with the Löwdin charge.
Cartesian coordinates (Å):
1 Y 0.49174 0.17130 0.49937  1.344
2 C -3.02189 2.23195 1.39571  -0.204
3 C -3.64677 0.83745 1.50230  -0.163
4 C -2.72418 -0.34396 1.16859  -0.259
5 N -1.40428 -0.26131 1.79726  -0.079
6 C -1.31667 -0.37051 3.11463  -0.254
7 C -2.37887 -0.85728 3.90893  -0.038
8 C -2.57118 -0.93796 5.27891  -0.085
9 C -1.79135 -0.46947 6.32006  -0.116
10 C -0.55873 0.15004 6.16958  -0.104
11 C 0.20661 0.33960 5.03913  -0.040
12 C 0.01912 -0.02956 3.67964  -0.258
13 N 0.99128 0.01451 2.79492  -0.091
14 C 2.36384 0.18755 3.24111  -0.260
15 C 2.91606 1.59290 3.00675  -0.156
16 C 3.15795 1.86020 1.52085  -0.241
17 N 1.92788 2.01487 0.75663  -0.097
18 C 1.46566 3.23410 0.53806  -0.227
19 C 2.00529 4.38860 1.14966  -0.042
20 C 1.87457 5.73960 0.87068  -0.093
21 C 1.16835 6.37442 -0.13187  -0.112
22 C 0.30120 5.73999 -1.01016  -0.079
23 C -0.12648 4.42911 -1.03642  -0.022
24 C 0.21351 3.29009 -0.26608  -0.225
25 N -0.47341 2.16418 -0.28631  -0.055
26 C -1.80483 2.14571 -0.88622  -0.256
27 C -2.86831 2.81010 -0.01111  -0.159
28 H -2.04995 2.24747 1.89124  0.067
29 H -3.65841 2.92160 1.95779  0.111
30 H -4.52062 0.77072 0.84515  0.115
31 H -4.02203 0.71621 2.52202  0.095
32 H -2.57021 -0.39913 0.09443  0.019
33 H -3.23204 -1.28351 1.41987  0.107
34 H -3.20510 -1.25273 3.33421  0.093
35 H -3.50524 -1.40909 5.56879  0.106
36 H -2.18020 -0.57575 7.32458  0.095
37 H -0.11657 0.54288 7.07994  0.107
38 H 1.12436 0.88186 5.22419  0.100
39 H 2.98063 -0.51545 2.66442  0.087
40 H 2.48359 -0.09541 4.28847  0.096
41 H 3.86949 1.68151 3.53611  0.119
42 H 2.22945 2.33742 3.42135  0.101
43 H 3.69985 0.99653 1.11712  0.099
44 H 3.82060 2.71882 1.38259  0.111
45 H 2.67713 4.18090 1.97232  0.088
46 H 2.45264 6.38772 1.52255  0.106
47 H 1.28286 7.44627 -0.22694  0.095
48 H -0.15790 6.37649 -1.75996  0.107
49 H -0.91389 4.24606 -1.75520  0.092
50 H -2.06366 1.10706 -1.06959  0.026
51 H -1.81701 2.61919 -1.87133  0.095
52 H -3.82544 2.75509 -0.54086  0.114
53 H -2.61975 3.87179 0.08098  0.109
54 C 2.71559 -3.16376 4.56286  -0.167
55 C 1.41461 -3.31165 3.77924  -0.418
56 As 1.60528 -3.12032 1.81504  1.206
57 C 0.15684 -4.36429 1.33020  -0.444
58 C -1.22202 -3.73207 1.48822  -0.176
59 C 3.15717 -4.31408 1.56270  -0.439
60 C 2.98214 -5.75291 2.03258  -0.171
61 H 2.52438 -3.19683 5.63726  0.073
62 H 3.21322 -2.21753 4.34761  0.046
63 H 3.41977 -3.96361 4.33134  0.053
64 H 0.70195 -2.54705 4.09456  0.041
65 H 0.95363 -4.27896 3.99209  0.064
66 H 0.24699 -5.25408 1.95475  0.056
67 H 0.32087 -4.66930 0.29457  0.056
68 H -1.38478 -3.37386 2.50819  0.058
69 H -2.00879 -4.45358 1.25884  0.074
70 H -1.34607 -2.88365 0.81357  0.010
71 H 3.98884 -3.83511 2.08383  0.053
72 H 3.39865 -4.28104 0.50094  0.035
73 H 2.65721 -5.80501 3.07335  0.058
74 H 3.92230 -6.30291 1.95295  0.069
75 H 2.24245 -6.28084 1.43051  0.060
76 S -1.58970 3.77907 6.04128  1.003
77 C -0.25416 4.70573 5.50627  -0.404
78 C 0.06027 4.35836 4.23239  -0.250
79 N -0.72022 3.37617 3.67556  0.007
80 C -1.62344 2.98751 4.51951  -0.502
81 H 0.21114 5.44855 6.13194  0.062
82 H 0.85009 4.79834 3.64169  0.087
83 H -2.34821 2.21114 4.31246  0.072
84 F 1.41543 0.44340 -3.37963  0.072
85 C 0.57154 1.32620 -3.93704  -0.221
86 C -0.74549 0.96747 -4.16853  -0.127
87 C -1.54285 1.91178 -4.78967  -0.225
88 F -2.81695 1.63826 -5.09439  0.107
89 C -1.07108 3.16776 -5.13286  -0.140
90 F -1.86640 4.06220 -5.71915  0.129
91 C 0.24688 3.49475 -4.86493  -0.135
92 F 0.70916 4.70218 -5.17707  0.137
93 C 1.08171 2.56735 -4.26752  -0.141
94 F 2.35379 2.87575 -4.02022  0.127
95 Ge -1.29186 -0.85908 -3.64718  0.689
96 S -0.81009 -1.32636 -1.61437  0.306
97 C -3.23577 -1.10039 -3.86862  -0.130
98 C -4.10183 -0.31850 -3.12476  -0.225
99 F -3.61079 0.65642 -2.34378  0.071
100 C -5.47183 -0.49120 -3.13179  -0.135
101 F -6.26434 0.28790 -2.39574  0.127
102 C -6.01784 -1.49513 -3.91250  -0.129
103 F -7.33284 -1.68567 -3.93270  0.139
104 C -5.18748 -2.30569 -4.66470  -0.137
105 F -5.71044 -3.27962 -5.40983  0.128
106 C -3.81850 -2.10170 -4.62579  -0.207
107 F -3.06713 -2.93666 -5.35912  0.100
108 C -0.40846 -1.87623 -5.09884  -0.118
109 C -0.70991 -1.50132 -6.39902  -0.227
110 F -1.64156 -0.55777 -6.61271  0.102
111 C -0.10802 -2.06388 -7.50710  -0.136
112 F -0.42924 -1.67465 -8.73998  0.131
113 C 0.84451 -3.05236 -7.32196  -0.129
114 F 1.43928 -3.60944 -8.37186  0.139
115 C 1.17019 -3.45825 -6.04183  -0.136
116 F 2.08515 -4.41288 -5.85910  0.122
117 C 0.54000 -2.86857 -4.95830  -0.209
118 F 0.89088 -3.31187 -3.74445  0.072
119 N 1.92134 -3.01920 -1.23886  0.070
120 C 2.79951 -1.99645 -1.48399  -0.400
121 C 3.99337 -2.25949 -2.17530  -0.017
122 C 4.85197 -1.22961 -2.46506  -0.062
123 C 4.50889 0.06244 -2.07574  -0.066
124 C 3.33912 0.23138 -1.37441  -0.175
125 N 2.49806 -0.76504 -1.03202  0.039
126 H 2.09691 -3.83682 -1.80288  0.095
127 H 0.94577 -2.72795 -1.29029  -0.054
128 H 4.20047 -3.27094 -2.50027  0.114
129 H 5.76820 -1.42094 -3.00886  0.111
130 H 5.12945 0.91454 -2.31060  0.106
131 H 3.03443 1.22078 -1.05989  0.089

Summary:
- orbital gap (eV) = 7.3
- relative energy (zero: lowest compared OMol25 entry of this formula, charge and spin) (eV) = 0.132